# C28H70N6O2

A cluster of 6 separate species, C28H70N6O2 in total (ωB97M-V with the def2-TZVPD basis set, the Open Molecules 2025 dataset).

Last columns: bonded neighbours and bond lengths (Å).
Atoms and positions in Å:
1 C 13.69191 24.99156 -18.39062  C2 1.535, H8 1.094, H9 1.094, H10 1.095
2 C 13.43489 23.50232 -18.12424  C1 1.535, N3 1.484, H11 1.090, H12 1.094
3 N 13.73229 22.77975 -19.38559  C2 1.484, C4 1.452, C6 1.474
4 C 14.03992 21.40963 -19.01656  N3 1.452, C5 1.535, H13 1.102, H14 1.090
5 C 14.37914 20.47409 -20.18549  C4 1.535, H15 1.091, H16 1.095, H17 1.089
6 C 12.56645 22.86987 -20.28326  N3 1.474, C7 1.533, H18 1.102, H19 1.087
7 C 12.97706 22.80518 -21.75919  C6 1.533, H20 1.098, H21 1.084, H22 1.089
8 H 13.76480 25.62192 -17.49981  C1 1.094
9 H 13.01235 25.47630 -19.09806  C1 1.094
10 H 14.64138 25.23222 -18.88014  C1 1.095
11 H 14.20048 23.25197 -17.39005  C2 1.090
12 H 12.43167 23.45631 -17.68910  C2 1.094
13 H 13.17791 20.95941 -18.49780  C4 1.102
14 H 14.91009 21.44834 -18.36200  C4 1.090
15 H 14.75653 19.56253 -19.71991  C5 1.091
16 H 15.18633 20.92745 -20.77002  C5 1.095
17 H 13.66595 20.22107 -20.96852  C5 1.089
18 H 11.87823 22.03114 -20.09276  C6 1.102
19 H 12.02341 23.79882 -20.12770  C6 1.087
20 H 13.28430 23.85321 -21.87237  C7 1.098
21 H 13.88304 22.30760 -22.08683  C7 1.084
22 H 12.07938 22.59740 -22.33919  C7 1.089
23 C 4.61635 24.15283 -14.29053  C24 1.537, H30 1.090, H31 1.085, H32 1.098
24 C 3.72401 24.78580 -15.37000  C23 1.537, N25 1.450, H33 1.091, H34 1.105
25 N 4.46312 25.88318 -15.96230  C24 1.450, C26 1.469, C28 1.452
26 C 4.78319 27.03691 -15.11061  N25 1.469, C27 1.547, H35 1.093, H36 1.091
27 C 6.32594 27.14490 -15.07945  C26 1.547, H37 1.094, H38 1.087, H39 1.091
28 C 4.13700 26.15425 -17.35144  N25 1.452, C29 1.536, H40 1.092, H41 1.091
29 C 2.80054 26.85429 -17.64209  C28 1.536, H42 1.097, H43 1.092, H44 1.088
30 H 4.08975 23.46026 -13.63413  C23 1.090
31 H 5.28074 24.77452 -13.69922  C23 1.085
32 H 5.36128 23.64816 -14.91909  C23 1.098
33 H 3.34543 24.16260 -16.18102  C24 1.091
34 H 2.79023 25.17376 -14.92433  C24 1.105
35 H 4.31116 27.97068 -15.42644  C26 1.093
36 H 4.40486 26.84843 -14.10491  C26 1.091
37 H 6.56132 28.21225 -15.04012  C27 1.094
38 H 6.76013 26.53317 -14.29235  C27 1.087
39 H 6.81258 26.79701 -15.99238  C27 1.091
40 H 4.34319 25.20001 -17.84068  C28 1.092
41 H 4.84223 26.82334 -17.84738  C28 1.091
42 H 1.96209 26.19772 -17.38057  C29 1.097
43 H 2.73310 26.94981 -18.72829  C29 1.092
44 H 2.56800 27.78307 -17.12574  C29 1.088
45 C 7.43026 26.58468 -23.06280  C46 1.571, H52 1.086, H53 1.088, H54 1.095
46 C 8.07868 26.69764 -21.63588  C45 1.571, N47 1.483, H55 1.088, H56 1.088
47 N 7.12890 25.95876 -20.76982  C46 1.483, C48 1.461, C50 1.465
48 C 7.74527 25.34503 -19.59567  N47 1.461, C49 1.516, H57 1.100, H58 1.095
49 C 8.57917 24.11355 -19.88960  C48 1.516, H59 1.092, H60 1.096, H61 1.093
50 C 6.02033 26.81669 -20.34479  N47 1.465, C51 1.573, H62 1.087, H63 1.088
51 C 6.35890 28.11655 -19.52690  C50 1.573, H64 1.092, H65 1.090, H66 1.091
52 H 6.62601 27.30263 -23.19132  C45 1.086
53 H 7.08993 25.56594 -23.23754  C45 1.088
54 H 8.23474 26.65893 -23.80206  C45 1.095
55 H 8.97065 26.09542 -21.79601  C46 1.088
56 H 8.19514 27.75894 -21.42670  C46 1.088
57 H 8.35108 26.03206 -18.98622  C48 1.100
58 H 7.00909 25.00981 -18.85799  C48 1.095
59 H 8.66182 23.48174 -19.00335  C49 1.092
60 H 8.14327 23.41640 -20.61398  C49 1.096
61 H 9.54164 24.30953 -20.36796  C49 1.093
62 H 5.36394 26.20617 -19.73023  C50 1.087
63 H 5.50860 27.23734 -21.20757  C50 1.088
64 H 6.26432 28.06868 -18.43970  C51 1.092
65 H 5.68813 28.93439 -19.79104  C51 1.090
66 H 7.40147 28.39034 -19.69307  C51 1.091
67 C 8.30716 22.15140 -8.00918  C68 1.547, H74 1.088, H75 1.093, H76 1.091
68 C 9.06826 22.72504 -9.22728  C67 1.547, N69 1.462, H77 1.089, H78 1.094
69 N 8.64788 23.97280 -9.86186  C68 1.462, C70 1.468, C72 1.454
70 C 7.25394 23.84825 -10.30504  N69 1.468, C71 1.535, H79 1.089, H80 1.098
71 C 6.94072 24.55360 -11.63177  C70 1.535, H81 1.091, H82 1.090, H83 1.089
72 C 8.87139 25.14804 -9.03592  N69 1.454, C73 1.569, H84 1.101, H85 1.092
73 C 10.35887 25.25188 -8.54775  C72 1.569, H86 1.090, H87 1.084, H88 1.087
74 H 8.07809 21.08815 -8.03139  C67 1.088
75 H 7.34659 22.66791 -7.93176  C67 1.093
76 H 8.87562 22.36896 -7.10434  C67 1.091
77 H 10.12705 22.75836 -8.97508  C68 1.089
78 H 8.99123 22.00654 -10.04917  C68 1.094
79 H 6.93782 22.80755 -10.36781  C70 1.089
80 H 6.65369 24.29592 -9.50189  C70 1.098
81 H 7.11350 25.63010 -11.60040  C71 1.091
82 H 7.52250 24.22176 -12.49138  C71 1.090
83 H 5.87773 24.41653 -11.82424  C71 1.089
84 H 8.24418 25.31537 -8.14723  C72 1.101
85 H 8.64314 26.02607 -9.64331  C72 1.092
86 H 10.44384 26.24013 -8.09676  C73 1.090
87 H 11.01205 25.14928 -9.40667  C73 1.084
88 H 10.48999 24.49617 -7.77707  C73 1.087
89 C 11.01177 24.27023 -14.67579  C90 1.504, H93 1.090, H94 1.099, H95 1.084
90 C 9.61418 24.80760 -14.81941  C89 1.504, N91 1.360, O92 1.216
91 N 8.94507 24.20604 -15.83900  C90 1.360, H96 1.003, H97 1.009
92 O 9.05500 25.54952 -14.03460  C90 1.216
93 H 11.45861 24.86293 -13.87702  C89 1.090
94 H 11.57192 24.63022 -15.55057  C89 1.099
95 H 11.15998 23.19628 -14.69420  C89 1.084
96 H 9.39679 23.79433 -16.63451  N91 1.003
97 H 7.93710 24.24591 -15.84736  N91 1.009
98 C 11.36103 26.97381 -11.31939  C99 1.512, H102 1.087, H103 1.090, H104 1.092
99 C 10.21351 27.93326 -11.09865  C98 1.512, N100 1.359, O101 1.223
100 N 9.05936 27.64658 -11.75683  C99 1.359, H105 1.012, H106 1.007
101 O 10.22322 28.79960 -10.23544  C99 1.223
102 H 11.09088 25.95005 -11.56380  C98 1.087
103 H 11.92161 26.93768 -10.38513  C98 1.090
104 H 12.03709 27.48333 -12.00868  C98 1.092
105 H 8.32392 28.27772 -11.46393  N100 1.012
106 H 8.69764 26.72094 -11.91662  N100 1.007

Output
calculated total energy	-43204.1389	eV
LUMO level	0.4861	eV
SMILES	CCN(CC)CC.CCN(CC)CC.CCN(CC)CC.CCN(CC)CC.CC(N)=O.CC(N)=O
F_max	3.45	eV Å⁻¹
orbital gap	8.42	eV